C38H39BaN5O4S2Se as an isolated structure at a distorted geometry, computed with the ωB97M-V functional and the def2-TZVPD basis.

orbital gap: 6.9777 eV
energy relative to the best compared isomer or geometry (same formula, charge and spin): 0.0 kJ/mol
energy: -5269.4872 Ha
total charge: 0

Last column: Löwdin charge in e.
Atoms and positions in Å:
1 Ba 0.74 0.94 1.55  1.7043
2 C -1.01 -0.69 4.84  -0.0593
3 C -1.30 0.78 4.87  -0.6419
4 N -0.96 1.60 3.92  0.0031
5 C -1.35 2.89 4.21  -0.3269
6 C -1.98 3.04 5.40  -0.3402
7 S -2.10 1.53 6.19  1.0846
8 C -1.06 3.95 3.24  -0.3279
9 C -1.39 5.27 3.37  -0.3394
10 S -0.87 6.14 2.00  1.0898
11 C -0.25 4.70 1.32  -0.6497
12 N -0.41 3.64 2.07  -0.0009
13 C 0.43 4.64 -0.01  -0.0616
14 H -0.52 -0.95 3.90  0.0617
15 H -1.94 -1.27 4.90  0.0845
16 H -0.37 -0.99 5.66  0.0874
17 H -2.37 3.94 5.84  0.0760
18 H -1.90 5.75 4.19  0.0754
19 H 0.50 5.62 -0.47  0.0750
20 H -0.13 3.98 -0.67  0.0773
21 H 1.44 4.25 0.11  0.0892
22 O 1.48 0.73 -0.80  -0.2537
23 C 1.95 -0.21 -1.44  -0.2034
24 C 1.91 -1.61 -1.09  -0.1166
25 C 2.48 -2.48 -2.03  0.0445
26 C 2.49 -3.83 -1.79  -0.1679
27 C 1.97 -4.37 -0.61  0.0080
28 C 1.41 -3.54 0.32  0.0056
29 C 1.30 -2.13 0.11  -0.3771
30 O 0.70 -1.40 0.95  -0.3491
31 N 3.00 -4.72 -2.82  -0.3643
32 O 2.99 -5.92 -2.59  0.0617
33 O 3.40 -4.23 -3.86  0.0572
34 H 2.47 0.01 -2.39  0.1358
35 H 2.90 -2.09 -2.94  0.1289
36 H 2.02 -5.44 -0.45  0.1208
37 H 1.00 -3.94 1.24  0.1192
38 C -4.13 2.59 -2.91  -0.1129
39 C -3.67 1.43 -3.80  -0.2496
40 C -2.20 1.52 -4.20  -0.1811
41 C -1.22 1.29 -3.07  -0.1506
42 N -1.30 -0.06 -2.52  -0.0094
43 C -1.78 -0.42 -1.31  -0.6636
44 Se -2.41 0.75 -0.01  0.6388
45 N -1.75 -1.76 -1.23  -0.0016
46 C -2.16 -2.55 -0.07  -0.1505
47 C -3.66 -2.66 0.11  -0.1947
48 C -4.43 -3.32 -1.04  -0.2415
49 C -4.67 -2.42 -2.24  -0.0968
50 C -1.23 -2.29 -2.41  -0.1681
51 C -1.00 -3.59 -2.83  0.0003
52 C -0.45 -3.76 -4.09  -0.0732
53 C -0.14 -2.67 -4.90  -0.0709
54 C -0.39 -1.37 -4.49  -0.0018
55 C -0.95 -1.20 -3.24  -0.1555
56 H -5.20 2.55 -2.74  0.0731
57 H -3.90 3.55 -3.39  0.0745
58 H -3.64 2.57 -1.94  0.0117
59 H -4.28 1.41 -4.70  0.1083
60 H -3.85 0.48 -3.29  0.0908
61 H -2.00 2.52 -4.62  0.1194
62 H -2.00 0.82 -5.01  0.0979
63 H -1.39 1.97 -2.23  0.0702
64 H -0.19 1.44 -3.40  0.1282
65 H -1.67 -2.11 0.80  0.0986
66 H -1.72 -3.54 -0.22  0.1208
67 H -4.07 -1.66 0.30  0.0727
68 H -3.81 -3.23 1.03  0.1159
69 H -5.40 -3.65 -0.65  0.1038
70 H -3.91 -4.24 -1.34  0.1042
71 H -5.03 -1.44 -1.93  0.0745
72 H -5.42 -2.85 -2.91  0.0735
73 H -3.77 -2.26 -2.84  0.0552
74 H -1.22 -4.44 -2.20  0.1153
75 H -0.24 -4.76 -4.44  0.1111
76 H 0.31 -2.84 -5.87  0.1086
77 H -0.14 -0.52 -5.12  0.1117
78 C 3.05 1.38 2.78  -0.3027
79 C 4.16 1.61 3.25  -0.2597
80 C 5.45 1.88 3.80  -0.2869
81 C 5.86 1.31 5.01  -0.0523
82 C 7.11 1.57 5.54  -0.1008
83 C 7.99 2.42 4.87  -0.1110
84 C 7.60 3.00 3.67  -0.1010
85 C 6.35 2.73 3.14  -0.0533
86 H 5.17 0.65 5.52  0.1076
87 H 7.40 1.12 6.47  0.0963
88 H 8.96 2.63 5.29  0.0936
89 H 8.27 3.66 3.14  0.0961
90 H 6.04 3.18 2.21  0.1067

---

C38H39Br2N9O8S2Sm as an isolated structure at a distorted geometry, computed with the ωB97M-V functional and the def2-TZVPD basis.

orbital gap (alpha / beta): 6.1369 / 6.1382 eV
energy relative to the best compared isomer or geometry (same formula, charge and spin): 0.0 kJ/mol
energy: -9168.6567 Ha
total charge: -1
⟨S²⟩: 8.763
2S+1: 6

Last column: Mulliken spin population.
Atoms and positions in Å:
1 Sm -1.77 0.57 0.07  5.0854
2 O 3.27 0.81 6.10  0.0000
3 C 3.48 0.35 4.81  -0.0001
4 C 2.34 0.52 3.82  0.0000
5 C 2.52 -0.10 2.61  0.0011
6 C 1.57 0.01 1.62  -0.0021
7 N 0.43 0.68 1.79  0.0029
8 C 0.23 1.33 2.98  -0.0052
9 C 1.16 1.22 4.01  -0.0004
10 C -1.04 2.10 3.09  0.0020
11 C -1.21 3.15 3.96  -0.0004
12 C -2.44 3.63 4.27  0.0001
13 C -2.73 4.79 5.22  -0.0001
14 O -2.96 4.42 6.53  0.0000
15 C -3.56 3.05 3.65  -0.0014
16 C -3.27 2.14 2.69  0.0019
17 N -2.12 1.60 2.45  0.0015
18 H 3.37 1.78 6.05  0.0000
19 H 3.75 -0.71 4.84  0.0000
20 H 4.39 0.73 4.36  0.0000
21 H 3.38 -0.78 2.47  0.0000
22 H 1.60 -0.59 0.77  -0.0039
23 H 0.96 1.66 4.99  -0.0001
24 H -0.31 3.65 4.37  -0.0002
25 H -3.61 5.36 4.86  0.0000
26 H -1.86 5.44 5.16  0.0000
27 H -2.14 4.01 6.83  0.0000
28 H -4.57 3.44 3.93  0.0000
29 H -4.06 1.73 2.07  -0.0010
30 C 0.65 -5.79 -0.61  0.0000
31 C 0.83 -4.96 0.65  0.0001
32 C 0.68 -5.62 1.87  0.0001
33 C 0.63 -4.96 3.08  -0.0001
34 C 0.84 -3.56 2.99  0.0002
35 Br 0.75 -2.71 4.72  0.0000
36 N 1.06 -2.94 1.85  -0.0005
37 C 1.14 -3.61 0.65  0.0000
38 H 1.39 -6.65 -0.63  0.0000
39 H 0.76 -5.18 -1.51  0.0000
40 H -0.38 -6.28 -0.59  0.0000
41 H 0.40 -6.64 1.84  0.0000
42 H 0.41 -5.47 3.99  0.0000
43 H 1.22 -2.94 -0.20  -0.0003
44 O 8.40 0.84 -5.14  0.0000
45 S 7.30 1.60 -4.52  0.0000
46 O 7.53 1.85 -3.10  0.0000
47 O 6.78 2.70 -5.31  0.0000
48 C 5.94 0.37 -4.59  0.0000
49 N 6.08 -0.41 -5.68  0.0000
50 C 5.21 -1.39 -5.76  -0.0001
51 C 4.21 -1.64 -4.84  0.0003
52 C 4.10 -0.74 -3.83  -0.0001
53 N 4.97 0.32 -3.68  0.0000
54 C 2.90 -0.71 -3.00  -0.0003
55 C 1.85 -1.61 -3.17  -0.0007
56 C 0.62 -1.28 -2.64  0.0002
57 N 0.38 -0.17 -2.00  -0.0005
58 C 1.40 0.71 -1.77  0.0014
59 C 2.67 0.40 -2.21  -0.0006
60 H 5.34 -2.01 -6.66  0.0000
61 H 3.47 -2.44 -4.99  0.0000
62 H 1.88 -2.44 -3.85  0.0001
63 H -0.17 -1.97 -2.61  0.0000
64 H 1.09 1.66 -1.28  -0.0008
65 H 3.45 1.12 -2.05  0.0000
66 O -1.66 -1.53 -0.29  -0.0422
67 Br -0.88 7.47 -4.33  0.0000
68 C -1.78 6.71 -2.79  0.0001
69 C -2.96 7.30 -2.46  0.0000
70 N -3.65 6.94 -1.41  0.0000
71 C -3.25 5.85 -0.70  0.0002
72 C -2.19 5.01 -1.16  -0.0002
73 C -1.36 5.51 -2.17  0.0001
74 C -1.86 3.54 -0.61  -0.0020
75 O -0.67 3.20 -0.62  0.0001
76 O -2.82 2.87 -0.12  -0.0023
77 H -3.33 8.18 -2.91  0.0000
78 H -3.96 5.39 -0.06  0.0001
79 H -0.53 4.88 -2.46  0.0000
80 C -3.32 -1.26 -4.25  -0.0004
81 C -2.70 -1.05 -2.81  -0.0024
82 N -2.93 -2.21 -1.99  0.0011
83 C -2.95 -1.97 -0.57  0.0021
84 S -4.18 -0.58 0.13  -0.0347
85 N -3.44 -3.11 0.25  -0.0001
86 C -2.48 -4.15 0.24  -0.0010
87 C -2.78 -5.35 1.25  0.0001
88 H -2.93 -0.35 -4.79  -0.0001
89 H -4.38 -1.27 -4.39  0.0002
90 H -2.67 -2.03 -4.59  0.0000
91 H -2.99 -0.03 -2.33  0.0011
92 H -1.61 -1.02 -2.93  -0.0005
93 H -3.88 -2.52 -2.26  0.0002
94 H -3.61 -2.62 1.13  0.0016
95 H -1.47 -3.67 0.42  0.0004
96 H -2.56 -4.65 -0.74  0.0001
97 H -2.83 -5.03 2.28  0.0000
98 H -2.14 -6.20 1.24  0.0000
99 H -3.78 -5.65 1.00  0.0000

---

C38H39BrN3NiP as an isolated structure at a distorted geometry, computed with the ωB97M-V functional and the def2-TZVPD basis.

orbital gap (alpha / beta): 6.7794 / 7.5225 eV
energy relative to the best compared isomer or geometry (same formula, charge and spin): 0.0 kJ/mol
energy: -6059.3796 Ha
total charge: 0
⟨S²⟩: 2.015
2S+1: 3

Last column: Mulliken spin population.
Atoms and positions in Å:
1 Ni 0.32 -0.11 -0.61  1.5819
2 Br -1.43 -1.87 -0.74  0.0393
3 C -2.85 -0.58 -0.97  -0.0126
4 C -4.13 -1.04 -1.02  -0.0019
5 C -5.17 -0.12 -1.19  0.0025
6 C -4.90 1.21 -1.31  -0.0019
7 C -3.57 1.69 -1.26  0.0155
8 C -3.27 3.07 -1.41  -0.0123
9 C -1.98 3.50 -1.36  0.0127
10 C -0.93 2.59 -1.12  -0.0851
11 C -1.14 1.24 -0.96  0.2381
12 C -2.49 0.78 -1.06  -0.0457
13 H -4.34 -2.10 -0.94  0.0001
14 H -6.20 -0.48 -1.22  -0.0001
15 H -5.70 1.93 -1.44  0.0010
16 H -4.09 3.77 -1.56  -0.0004
17 H -1.75 4.55 -1.48  0.0008
18 H 0.08 2.99 -1.06  0.0013
19 C -0.48 -2.71 2.60  0.0120
20 C -0.37 -1.74 3.74  -0.0153
21 C -0.67 -2.17 5.03  0.0014
22 C -0.57 -1.31 6.11  -0.0004
23 C -0.17 0.00 5.91  0.0022
24 C 0.13 0.44 4.63  0.0037
25 C 0.03 -0.41 3.53  0.0480
26 P 0.45 0.22 1.84  -0.0327
27 C 0.03 1.99 2.12  -0.0085
28 C 1.01 2.97 2.10  -0.0139
29 C 0.67 4.31 2.25  0.0004
30 C -0.65 4.66 2.45  0.0000
31 C -1.63 3.68 2.50  0.0017
32 C -1.31 2.34 2.34  -0.0016
33 C -2.41 1.31 2.44  0.0004
34 C 2.27 0.09 1.89  0.0699
35 C 2.99 -0.39 2.97  -0.0156
36 C 4.33 -0.74 2.82  0.0298
37 C 4.92 -0.65 1.57  -0.0104
38 C 4.22 -0.15 0.49  0.0296
39 C 2.89 0.28 0.63  0.0021
40 C 2.14 0.88 -0.47  0.0933
41 H -0.48 -3.74 2.96  0.0005
42 H 0.34 -2.60 1.89  -0.0032
43 H -1.41 -2.55 2.05  -0.0023
44 H -0.98 -3.20 5.18  -0.0002
45 H -0.80 -1.67 7.11  0.0001
46 H -0.08 0.68 6.75  0.0005
47 H 0.44 1.46 4.49  0.0019
48 H 2.05 2.69 1.96  0.0012
49 H 1.44 5.07 2.23  0.0000
50 H -0.93 5.71 2.56  -0.0001
51 H -2.66 3.97 2.66  -0.0001
52 H -3.35 1.71 2.08  0.0001
53 H -2.54 1.00 3.48  0.0000
54 H -2.17 0.41 1.86  0.0019
55 H 2.51 -0.53 3.93  0.0028
56 H 4.89 -1.11 3.67  0.0026
57 H 5.95 -0.95 1.44  -0.0004
58 H 4.69 -0.06 -0.48  0.0005
59 H 2.71 0.93 -1.39  -0.0013
60 H 1.73 1.86 -0.21  -0.0076
61 C 0.71 -4.24 -3.99  -0.0009
62 C 1.45 -4.03 -2.68  -0.0005
63 N 1.45 -2.62 -2.35  0.0027
64 C 1.05 -1.61 -3.19  -0.0363
65 N 0.76 -0.45 -2.67  0.0594
66 C 0.53 0.65 -3.59  -0.0011
67 C 1.34 0.49 -4.86  -0.0012
68 C 0.95 -0.83 -5.51  -0.0005
69 N 1.02 -1.89 -4.52  0.0008
70 C 1.25 -3.24 -5.00  0.0012
71 H -0.36 -4.05 -3.84  0.0001
72 H 0.83 -5.26 -4.35  0.0001
73 H 2.48 -4.39 -2.79  0.0003
74 H 0.98 -4.60 -1.88  0.0002
75 H 1.46 -2.36 -1.38  0.0414
76 H 0.79 1.57 -3.08  0.0050
77 H -0.54 0.71 -3.83  0.0026
78 H 2.41 0.46 -4.60  -0.0003
79 H 1.17 1.32 -5.54  0.0009
80 H 1.63 -1.07 -6.33  -0.0001
81 H -0.06 -0.76 -5.93  -0.0001
82 H 2.32 -3.43 -5.18  0.0003
83 H 0.73 -3.35 -5.96  -0.0006